This record from the Open Molecules 2025 dataset describes a 7-piece molecular cluster, C38H68Br12N5O4 overall. The level of theory is ωB97M-V/def2-TZVPD.

The total energy is -896641.1486 eV. The total charge is +1.

Geometry as XYZ:
```
127
Properties=species:S:1:pos:R:3:forces:R:3
C -2.334955 4.465808 5.031102 0.49 0.09 -0.25
C -2.134890 4.857339 3.480580 0.04 0.74 0.23
C -3.441509 5.530547 2.799730 0.61 -0.17 -0.07
C -4.765937 4.614051 2.890482 0.66 0.05 -0.65
C -5.215790 4.174243 1.385580 0.41 -0.32 1.38
C -4.213410 2.979069 0.960025 -0.39 0.30 -0.14
C -4.242390 2.660517 -0.630191 -0.10 0.03 1.22
C -4.614281 1.113045 -0.876416 0.05 0.11 -1.33
C -3.410252 0.298663 -1.571732 -0.58 -0.62 0.44
C -2.082003 0.210618 -0.656573 -0.93 0.48 0.82
C -2.024237 -1.160578 0.232372 -1.01 1.84 -0.06
N -0.596798 -1.592807 0.361350 -3.38 -2.27 -4.04
C -0.128767 -2.504216 -0.664504 3.43 1.39 3.81
O -0.868173 -3.030313 -1.729683 2.20 1.82 3.27
C -0.161786 -2.892291 -3.007010 0.58 0.27 -2.38
C -0.869722 -1.631958 -3.765612 -0.54 -1.20 1.27
O -0.158981 -1.219372 -4.949183 -0.93 0.78 1.66
C 0.089916 0.209766 -4.847513 1.07 1.13 -0.18
C -1.228179 1.130039 -4.885891 0.26 -0.29 0.90
N 1.253082 -2.769468 -0.316540 -3.26 2.54 1.81
C 1.497255 -2.000089 0.902688 -1.52 -0.71 -1.67
N 2.680201 -2.046817 1.528740 -0.21 0.23 -0.13
C 3.052061 -1.352360 2.798205 1.33 -0.68 0.97
C 4.528740 -1.906343 3.220687 -0.13 1.33 -0.70
N 4.727677 -1.984595 4.697631 0.58 0.81 -0.62
N 0.332227 -1.247741 1.323607 3.13 -3.76 -3.47
O 0.088262 -0.450750 2.373526 0.44 1.00 -0.44
C 0.662117 0.864014 2.206296 1.24 5.04 2.95
O 0.778300 1.562698 3.244528 -0.95 -3.76 -4.39
C 1.110086 1.526126 0.832517 0.85 1.17 -4.28
C 2.502986 1.285330 0.161896 -2.49 1.83 -1.13
C 2.916820 1.991386 -1.163811 -2.51 0.77 1.20
C 1.995009 2.992940 -1.900402 -2.10 -1.85 3.83
C 0.565279 3.239090 -1.261215 2.46 -2.29 1.94
C 0.155712 2.523036 0.069906 2.60 -0.24 -1.34
H -2.094955 3.349287 5.150292 -0.45 1.71 0.16
H -1.600263 5.091778 5.661470 -1.16 -1.17 -0.85
H -3.386180 4.692143 5.413817 1.38 -0.43 -0.60
H -1.279277 5.631486 3.441022 -1.31 -1.22 -0.16
H -1.765128 3.939280 2.891790 -0.72 1.34 0.79
H -3.587316 6.587736 3.248647 0.12 -1.79 -0.67
H -3.192790 5.667949 1.684750 -0.35 -0.01 1.58
H -4.464454 3.651553 3.442621 -0.69 1.34 -0.68
H -5.605947 5.122814 3.475017 1.16 -0.70 -0.91
H -6.293354 3.790868 1.493125 1.55 0.45 -0.63
H -5.175650 5.057935 0.645385 -0.06 -1.37 1.22
H -3.137212 3.218713 1.312127 -1.72 -0.23 -0.55
H -4.555925 2.054630 1.550564 0.59 1.29 -0.85
H -3.204133 2.923511 -1.060091 -1.65 -0.47 0.40
H -5.028235 3.375385 -1.087900 1.34 -1.35 0.51
H -5.508018 1.103966 -1.613281 1.43 -0.26 1.22
H -4.941617 0.548761 0.060749 0.43 1.04 -1.09
H -3.241045 0.763213 -2.600161 0.10 -0.73 1.43
H -3.778772 -0.789860 -1.710613 0.54 1.67 -0.13
H -1.107016 0.362160 -1.234643 -1.40 -0.30 0.81
H -2.182347 1.059145 0.125178 0.44 -1.22 -1.39
H -2.494935 -0.931425 1.253305 0.93 -0.59 -1.38
H -2.664171 -1.971685 -0.276042 1.47 0.98 0.86
H 0.971898 -2.718696 -2.862499 -1.94 -0.34 -0.11
H -0.353325 -3.876630 -3.593245 0.39 1.71 1.19
H -0.953790 -0.812978 -2.955741 0.27 -1.02 -1.44
H -1.954199 -1.985249 -3.971482 1.70 0.70 0.00
H 0.654239 0.371643 -3.846157 -0.79 -0.02 -1.57
H 0.809419 0.503773 -5.703071 -1.24 -0.72 1.30
H -1.095096 2.111668 -5.469034 -0.13 -1.75 0.64
H -1.435600 1.449933 -3.792108 -0.02 -0.55 -1.78
H -2.089130 0.484481 -5.288252 1.17 1.25 0.51
H 3.408413 -2.638742 1.081393 -1.01 0.65 0.40
H 2.335521 -1.617200 3.654009 0.87 0.53 -1.55
H 3.180555 -0.222349 2.648544 -0.62 -1.61 0.30
H 4.780647 -2.903781 2.708576 -0.70 1.25 0.89
H 5.278441 -1.137586 2.801448 -1.22 -1.29 0.46
H 4.032005 -1.435411 5.221709 0.30 -0.34 -0.61
H 5.642005 -1.514171 4.863593 -0.97 -0.64 0.16
H 3.231129 0.570992 0.669033 -1.03 1.17 -0.93
H 3.972997 1.764527 -1.558814 -1.93 0.45 0.65
H 2.245211 3.566665 -2.850935 -0.09 -1.08 1.50
H -0.193149 3.973012 -1.728211 1.49 -1.35 0.83
H -0.890323 2.772049 0.465866 1.84 -0.47 -0.46
Br 2.612329 7.307156 -2.459488 -0.03 0.04 0.03
C 2.919881 7.521167 -0.548035 0.24 -0.10 -0.17
C 2.080992 6.554892 0.246865 -0.08 0.05 0.30
Br 0.227438 7.136904 0.335730 -0.07 -0.13 -0.05
H 2.722852 8.566402 -0.309749 -0.05 -0.20 0.01
H 3.981635 7.314515 -0.403392 -0.13 -0.01 0.02
H 2.418005 6.515422 1.284220 0.01 0.04 -0.12
H 2.076363 5.545984 -0.167146 0.06 0.17 -0.01
Br -1.995950 -6.581556 -3.346004 -0.02 0.15 0.07
C -1.737465 -6.397695 -1.422569 0.20 -0.12 -0.15
C -2.592522 -7.378108 -0.659126 -0.11 0.03 0.22
Br -4.451875 -6.797259 -0.600814 0.06 -0.04 -0.03
H -1.945136 -5.357418 -1.171874 -0.06 -0.20 0.00
H -0.677935 -6.601845 -1.257642 -0.12 -0.04 0.03
H -2.278540 -7.431043 0.384776 0.01 0.04 -0.13
H -2.585858 -8.381106 -1.086608 0.02 0.19 -0.01
Br 1.486580 -0.367504 5.793512 -0.07 0.22 0.25
C 2.534280 -0.113993 7.419555 0.15 -0.21 -0.06
C 1.852500 -0.736704 8.612599 -0.09 0.15 0.29
Br 0.370444 0.365213 9.233866 0.04 -0.12 -0.10
H 2.698853 0.958116 7.527279 -0.11 -0.17 0.02
H 3.488828 -0.605612 7.222776 -0.09 0.02 0.13
H 2.538085 -0.795132 9.459673 -0.01 0.02 -0.16
H 1.448285 -1.728502 8.409304 0.11 0.17 -0.06
Br -9.087906 -9.660095 -4.101975 0.04 0.00 0.12
C -7.895800 -8.620680 -2.963184 -0.21 0.09 -0.19
C -6.469605 -8.696649 -3.448938 0.22 0.02 0.18
Br -5.651229 -10.401648 -2.977314 0.00 0.08 -0.08
H -8.024976 -8.990664 -1.945985 0.12 0.02 -0.16
H -8.267856 -7.596375 -3.022684 0.11 -0.09 -0.01
H -5.854950 -7.941017 -2.956548 -0.11 -0.07 -0.02
H -6.375410 -8.586947 -4.529490 -0.13 -0.05 0.16
Br 9.011304 -0.231830 3.520834 -0.12 -0.11 0.03
C 9.353749 -2.026440 2.841425 0.15 0.18 0.09
C 8.948153 -2.150099 1.393948 0.08 -0.26 -0.15
Br 7.012630 -2.303187 1.216050 0.43 0.01 -0.28
H 8.827962 -2.720369 3.497365 0.05 0.07 -0.18
H 10.429386 -2.172383 2.952739 -0.12 0.00 -0.09
H 9.347703 -3.067973 0.959426 -0.03 0.09 0.10
H 9.257485 -1.301039 0.784337 -0.05 -0.09 0.18
Br 3.806839 2.592403 -6.609553 -0.08 -0.09 0.07
C 4.135745 0.787475 -7.269245 0.24 0.13 0.04
C 3.745464 0.654032 -8.720690 -0.15 -0.23 -0.09
Br 1.811801 0.520203 -8.922719 0.07 0.08 0.01
H 3.594239 0.105809 -6.613103 0.02 0.07 -0.19
H 5.208396 0.630437 -7.143719 -0.11 0.01 -0.07
H 4.140071 -0.272656 -9.140834 -0.01 0.10 0.11
H 4.071939 1.493474 -9.334772 -0.03 -0.09 0.19
```
Forces are in eV/Å.

Löwdin population analysis, charges in e, atoms 1 to 5: atom 1 (C): -0.128, atom 2 (C): -0.264, atom 3 (C): -0.216, atom 4 (C): -0.209, atom 5 (C): -0.204

This record from the Open Molecules 2025 dataset describes a 13-piece molecular cluster, C38H68N7O6S5 overall. The level of theory is ωB97M-V/def2-TZVPD.

The total energy is -117394.6453 eV. The total charge is -1.

Geometry as XYZ:
```
124
Properties=species:S:1:pos:R:3:forces:R:3
C 18.901170 26.439320 20.998240 -0.70 -1.04 -0.26
C 19.397950 27.812850 20.921900 0.99 1.99 -1.45
O 19.536780 28.285310 19.588480 -0.21 -0.19 0.39
H 17.947960 26.395740 20.471370 -0.26 -0.28 0.14
H 18.798130 26.090850 22.025880 -0.16 -0.10 0.11
H 19.586960 25.775230 20.472140 0.10 -0.16 -0.01
H 20.348710 27.843260 21.454100 0.76 0.08 0.22
H 18.796890 28.518160 21.495800 -0.63 0.09 0.35
C 17.527970 23.308970 22.062340 0.79 0.23 -0.07
S 17.696710 21.914720 20.872000 -0.63 -0.43 1.10
O 18.718090 20.957750 21.398550 -1.00 0.59 -0.35
C 16.021800 21.194650 21.197680 -0.54 -0.12 -0.14
H 18.510510 23.780330 22.085240 0.27 -0.29 -0.02
H 17.307530 23.007720 23.086430 -0.19 -0.32 -0.18
H 16.882850 24.119730 21.723850 -0.49 -0.43 -0.12
H 15.797660 20.910220 22.225770 0.81 -0.05 0.24
H 15.883390 20.314930 20.569160 0.40 -0.05 -0.03
H 15.174790 21.833070 20.946500 0.41 0.62 -0.43
C 19.256640 28.114330 25.632890 -0.17 0.00 -0.34
S 19.737140 29.493970 24.507540 0.60 0.87 2.49
O 19.604450 30.753000 25.394480 0.34 -1.99 -1.57
C 21.537160 29.007260 24.467670 -0.71 0.22 -0.59
H 19.188230 27.169860 25.093080 0.10 0.04 -0.26
H 18.264080 28.335480 26.025350 0.11 0.19 0.00
H 19.971330 27.991570 26.446680 -0.01 0.30 -0.03
H 22.025030 29.111460 25.436810 -0.27 0.36 -0.02
H 21.957020 29.636810 23.683130 0.26 0.12 0.27
H 21.646190 27.973590 24.139420 -0.32 -0.08 -0.07
C 21.120850 24.399060 23.618920 0.02 0.16 1.50
S 20.948500 22.959910 24.795490 0.28 -0.88 -2.87
O 20.430000 21.879870 23.820420 0.82 1.57 2.62
C 22.784860 22.769870 24.903360 -0.18 -0.66 0.16
H 21.162090 23.954300 22.624640 -0.50 0.04 0.07
H 22.011010 24.997990 23.811270 0.24 -0.22 0.08
H 20.299500 25.052460 23.913100 -0.37 -0.08 -0.88
H 23.053450 22.509060 23.879670 0.18 -0.05 0.07
H 23.050110 21.964880 25.588730 -0.27 -0.26 -0.18
H 23.342040 23.632950 25.267690 -0.44 0.35 -0.19
C 23.568170 23.607520 20.868030 0.27 0.01 1.10
S 22.417980 22.359550 20.160470 -0.83 0.60 0.88
O 21.521470 21.865880 21.298140 1.48 1.23 -1.81
C 21.478460 23.595930 19.116920 -0.50 -0.41 0.07
H 23.144230 24.585050 21.097820 -0.36 -0.02 -0.55
H 24.519680 23.742670 20.353770 -0.32 -0.12 -0.58
H 23.854670 23.243720 21.854780 -0.07 -0.51 0.02
H 21.223810 23.144480 18.158050 0.16 -0.16 0.02
H 21.935890 24.565840 18.921630 0.54 -0.26 0.28
H 20.527450 23.793610 19.611500 0.01 -0.18 0.33
C 16.707870 24.565880 18.598520 0.21 0.00 0.09
S 16.027170 23.130660 17.663730 -0.58 1.38 1.09
O 14.660700 22.905800 18.270970 0.87 -0.07 -0.68
C 15.779530 24.055550 16.114760 -0.65 -0.10 -0.38
H 16.848890 24.368840 19.661250 -0.18 -0.60 -0.23
H 16.047590 25.432500 18.565410 -0.19 -0.31 -0.44
H 17.688450 24.843950 18.212200 -0.03 -0.16 -0.18
H 16.665510 24.528460 15.691090 0.25 -0.33 0.27
H 15.009630 24.822350 16.200700 0.03 0.07 0.57
H 15.364170 23.334260 15.410980 0.24 -0.14 -0.09
C 15.377330 28.151310 23.053720 -0.10 -1.16 -0.66
C 15.192780 26.935490 22.212830 0.33 2.96 1.63
N 15.074520 25.988850 21.610790 -0.26 -2.22 -1.43
H 16.231290 28.714860 22.677870 -0.07 -0.06 0.18
H 15.558550 27.736410 24.045240 0.03 0.53 0.18
H 14.482010 28.771990 23.018520 0.11 -0.08 0.11
N 20.243870 26.073210 17.064200 2.78 0.20 0.65
C 19.227410 25.767410 16.295500 -1.53 -0.51 -2.45
C 19.728210 25.183910 15.097900 -1.62 0.67 0.95
C 21.107340 25.157090 15.249490 1.23 -0.69 -0.38
C 21.430170 25.714040 16.438350 -0.16 0.64 1.72
H 20.155080 26.571350 17.938320 0.04 0.29 0.38
H 18.270340 26.116350 16.654200 -0.32 -0.30 -0.53
H 19.206950 24.883120 14.201120 -0.28 -0.05 0.31
H 21.847340 24.658380 14.641140 -0.17 0.23 -0.34
H 22.374240 25.878270 16.936510 -0.07 -0.05 -0.13
N 16.787920 28.434170 18.077230 0.48 1.49 -1.67
C 15.664970 27.779170 18.355430 -0.21 -0.92 3.97
C 14.662250 28.016990 17.483760 0.12 -0.80 -0.33
C 15.303190 28.757720 16.494720 -0.08 2.19 -1.39
C 16.563240 29.138640 16.922250 -0.22 -0.67 -0.68
H 17.647210 28.458320 18.607460 0.69 -0.46 0.45
H 15.673370 27.423920 19.375290 -0.58 -0.72 -0.09
H 13.642340 27.667540 17.547510 0.19 -0.04 -0.12
H 14.839220 29.131780 15.594040 0.03 0.06 -0.03
H 17.283490 29.819450 16.493160 -0.02 -0.31 -0.10
N 20.922410 31.183770 19.880090 -0.66 1.30 2.50
C 20.663020 32.031980 20.974980 1.18 0.94 -1.37
C 21.669950 33.028910 20.993440 -1.07 -1.89 -0.22
C 22.545510 32.683500 19.941580 0.77 -0.54 -0.82
C 22.103410 31.532740 19.298400 -0.83 0.51 0.23
H 20.261600 30.436640 19.721270 0.33 -0.73 -0.55
H 19.726610 31.985020 21.511010 0.11 -0.19 0.02
H 21.791330 33.832770 21.704400 -0.16 -0.07 -0.10
H 23.450030 33.179520 19.621880 0.00 0.15 0.24
H 22.446450 30.967870 18.444200 0.24 0.24 0.10
N 17.016580 30.891320 20.110980 0.78 -1.97 -1.78
C 16.597330 31.986180 19.416200 -0.66 -0.41 1.23
C 16.286110 32.882910 20.406040 -0.07 1.89 -1.69
C 16.738440 32.405100 21.617200 -0.86 -0.82 2.00
C 17.078520 31.071440 21.447330 0.53 1.61 0.01
H 17.293770 30.051160 19.623730 0.09 0.02 0.35
H 16.459200 32.015330 18.345470 0.01 -0.25 0.19
H 15.777970 33.812770 20.197320 0.31 0.21 0.22
H 16.670360 32.916610 22.565950 0.01 -0.05 -0.01
H 17.509390 30.382470 22.158710 0.00 -0.10 -0.35
N 19.936780 29.042890 15.596630 1.03 1.05 -0.41
C 19.848190 30.143920 16.412910 -0.75 0.30 -0.38
C 20.289500 31.273630 15.718690 0.48 -1.30 0.39
C 20.818000 30.799440 14.495050 -0.52 -2.11 -0.72
C 20.578030 29.393960 14.423920 -0.53 1.51 0.91
H 19.658380 28.100050 15.828250 0.04 0.12 0.08
H 19.343820 30.028450 17.360900 0.26 0.17 0.13
H 20.345030 32.295590 16.063540 -0.12 -0.18 0.18
H 21.257870 31.377620 13.695910 0.01 0.00 0.11
H 20.678140 28.617760 13.679680 0.33 0.36 -0.15
N 22.480980 27.975450 19.177750 -0.42 0.12 -0.38
C 23.207320 28.119860 18.031770 0.42 -0.53 0.96
C 24.440030 27.554300 18.323140 0.20 0.54 -1.38
C 24.473340 27.117030 19.659880 -0.58 0.14 -0.70
C 23.186530 27.342700 20.134160 1.13 -0.19 0.90
H 21.555420 28.356880 19.311710 -0.93 -0.21 0.11
H 22.745580 28.567500 17.164110 0.26 -0.04 -0.04
H 25.239690 27.432640 17.607490 0.09 0.19 0.05
H 25.409370 26.781730 20.081570 -0.49 -0.38 0.52
H 22.760020 27.084500 21.092190 -0.09 0.30 -0.03
```
Forces are in eV/Å.

Löwdin population analysis, charges in e, atoms 1 to 5: atom 1 (C): -0.110, atom 2 (C): -0.471, atom 3 (O): -0.368, atom 4 (H): 0.053, atom 5 (H): 0.059

Number 1: lowest unoccupied orbital energy -2.754 eV, orbital gap 8.371 eV, F_max 5.99 eV/Å. Number 2: lowest unoccupied orbital energy 1.777 eV, orbital gap 7.500 eV, F_max 4.08 eV/Å.